The following is a DFT calculation (ωB97M-V/def2-TZVPD) of a cluster of 4 separate species, CH4N2O in total at a distorted geometry.

Calculated values
- highest occupied orbital energy (eV) = -9.20
- M (g/mol) = 60.06
- Kohn-Sham gap (eV) = 9.6

Each atom is followed by the atoms it is bonded to, with distances in Å.
CARTESIAN COORDINATES (ANGSTROEM)
1 C -0.21 0.97 0.40  H5 1.137, N7 1.410, O8 1.202
2 H 0.56 0.22 -1.44  no bonds
3 H 1.33 -1.92 -0.21  no bonds
4 H -1.39 -0.77 0.65  no bonds
5 H -0.92 1.45 1.14  C1 1.137
6 N 0.18 -1.10 -0.72  N7 1.440
7 N -0.05 -0.42 0.53  C1 1.410, N6 1.440
8 O 0.50 1.57 -0.36  C1 1.202

***

The following is a DFT calculation (ωB97M-V/def2-TZVPD) of an isolated molecule of CH4N2O at a distorted geometry.

Calculated values
- highest occupied orbital energy (eV) = -10.01
- M (g/mol) = 60.06
- Kohn-Sham gap (eV) = 10.9
- SMILES string = [H]/N=C\NO

Each atom is followed by the atoms it is bonded to, with distances in Å.
CARTESIAN COORDINATES (ANGSTROEM)
1 H 0.60 0.81 -1.42  N2 0.999
2 N 1.07 1.13 -0.60  H1 0.999, C3 1.264
3 C 0.52 0.59 0.40  N2 1.264, N4 1.454, H6 1.073
4 N -0.47 -0.46 0.56  C3 1.454, O5 1.424, H7 1.035
5 O -0.82 -0.97 -0.73  N4 1.424, H8 1.025
6 H 0.84 0.85 1.39  C3 1.073
7 H 0.07 -1.19 1.07  N4 1.035
8 H -1.82 -0.76 -0.69  O5 1.025

***

The following is a DFT calculation (ωB97M-V/def2-TZVPD) of an isolated molecule of CH4N2O at a distorted geometry.

Calculated values
- highest occupied orbital energy (eV) = -8.81
- M (g/mol) = 60.06
- Kohn-Sham gap (eV) = 9.7
- SMILES string = NN1CO1

Each atom is followed by the atoms it is bonded to, with distances in Å.
CARTESIAN COORDINATES (ANGSTROEM)
1 N 0.96 -0.26 0.74  N2 1.294, H5 1.039, H6 1.019
2 N -0.06 0.53 0.86  N1 1.294, C3 1.806, O4 1.486
3 C -1.04 0.56 -0.65  N2 1.806, O4 1.435, H7 1.026, H8 1.110
4 O -0.02 1.49 -0.27  N2 1.486, C3 1.435
5 H 0.65 -1.23 0.56  N1 1.039
6 H 1.36 -0.04 -0.17  N1 1.019
7 H -0.76 0.01 -1.47  C3 1.026
8 H -2.09 0.88 -0.53  C3 1.110

***

The following is a DFT calculation (ωB97M-V/def2-TZVPD) of a cluster of 2 separate species, CH4N2O in total at a distorted geometry.

Calculated values
- highest occupied orbital energy (eV) = -10.28
- M (g/mol) = 60.06
- Kohn-Sham gap (eV) = 11.3
- SMILES string = N#N.CO

Each atom is followed by the atoms it is bonded to, with distances in Å.
CARTESIAN COORDINATES (ANGSTROEM)
1 N -3.11 0.20 0.29  N2 1.075
2 N -2.37 -0.09 -0.44  N1 1.075
3 C 0.95 0.22 0.30  O4 1.413, H5 1.140, H6 1.047, H7 1.087
4 O 0.26 -0.17 -0.87  C3 1.413, H8 0.969
5 H 2.07 0.34 0.13  C3 1.140
6 H 0.94 -0.60 0.96  C3 1.047
7 H 0.51 1.03 0.87  C3 1.087
8 H 0.75 -0.93 -1.24  O4 0.969